The following is a quantum chemistry calculation of 3 unconnected molecules or ions with the total composition C26H70Cl2N9O2P4, from OMol25.

Element x y z (Å)
C: 7.16646 -2.05461 2.01644
C: 6.34551 -1.98951 0.71154
C: 4.84203 -1.92185 0.97087
C: 4.06629 -2.40053 -0.27868
N: 2.74063 -1.80927 -0.34229
P: 1.33785 -2.86036 -0.84402
C: 0.00349 -4.13919 -1.35545
N: 0.45345 -4.94634 -2.51460
C: -0.64401 -5.68288 -3.11382
P: 2.52842 -3.17106 -2.81380
N: 3.45054 -4.49696 -2.75421
C: 0.38367 -1.28090 -1.46366
Cl: 0.46585 0.11606 -0.34375
C: -0.36253 -0.98961 -2.53143
C: -1.02446 0.33535 -2.81832
Cl: -0.68572 -2.18261 -3.76965
C: 0.52150 -2.76488 0.91825
C: -1.02291 -2.71182 0.95617
C: 1.05695 -3.91308 1.79475
C: 0.42635 -4.01077 3.18839
C: 0.44089 -2.69897 3.99490
H: 8.13425 -1.56653 1.87937
H: 7.37631 -3.08123 2.31734
H: 6.65307 -1.53140 2.82422
H: 6.58509 -2.87718 0.12360
H: 6.69289 -1.10878 0.16701
H: 4.53775 -0.92084 1.27746
H: 4.64317 -2.66918 1.74658
H: 4.66847 -2.04526 -1.13089
H: 4.13080 -3.49229 -0.28522
H: 2.59502 -1.31163 0.52355
H: 2.08224 -4.01916 -0.37482
H: -0.98254 -3.74483 -1.61010
H: -0.15699 -4.86439 -0.54494
H: 1.13197 -5.60615 -2.15248
H: -1.46991 -5.02757 -3.38461
H: -0.99839 -6.50300 -2.46743
H: -0.29208 -6.16036 -4.03462
H: 1.76077 -3.29716 -3.98238
H: 3.30143 -1.99323 -3.00782
H: 4.42933 -4.23729 -2.81615
H: -1.70502 0.23078 -3.66127
H: -0.26206 1.07551 -3.06446
H: -1.61728 0.66292 -1.96730
H: 0.83278 -1.87682 1.47123
H: -1.41285 -3.72766 1.08495
H: -1.36371 -2.16580 1.83861
H: -1.49718 -2.31333 0.06051
H: 2.11839 -3.68321 1.94706
H: 0.98959 -4.87658 1.28666
H: -0.59133 -4.40463 3.13741
H: 0.98640 -4.74973 3.77099
H: 0.71243 -2.85059 5.03922
H: -0.52109 -2.19211 3.93552
H: 1.18861 -2.02206 3.57582
O: 3.01852 4.16495 4.11394
P: 2.81980 4.52476 2.67622
N: 3.52556 3.20240 1.86266
C: 3.89448 3.16682 0.45842
C: 3.04838 1.88280 2.27535
N: 3.84872 5.91510 2.59060
C: 4.98802 5.96703 1.69688
C: 4.16465 6.55264 3.86134
N: 1.85392 5.08369 1.34656
C: 1.41197 6.49256 1.39216
C: 0.62285 4.25968 1.20808
H: 3.03394 3.07371 -0.21691
H: 4.53837 2.30253 0.28300
H: 4.46951 4.03492 0.15436
H: 2.12143 1.61106 1.75728
H: 2.85931 1.84108 3.34648
H: 3.79564 1.11838 2.05618
H: 5.71301 5.16554 1.88918
H: 5.50446 6.92367 1.80636
H: 4.67112 5.93103 0.65269
H: 4.96474 6.03337 4.40337
H: 3.29093 6.59223 4.50731
H: 4.48119 7.58499 3.68371
H: 0.92090 6.74925 2.33515
H: 0.70742 6.67232 0.57807
H: 2.24377 7.17200 1.23751
H: -0.02614 4.33951 2.08500
H: 0.87230 3.20753 1.06553
H: 0.06021 4.57079 0.32944
O: -4.13408 1.27869 -1.59626
P: -5.55547 0.90296 -1.84582
N: -6.38840 1.86913 -0.69399
C: -7.76218 1.68636 -0.27246
C: -6.06205 3.29046 -0.71729
N: -5.51541 -0.73640 -1.32174
C: -6.33324 -1.21222 -0.22424
C: -4.18996 -1.36016 -1.28364
N: -6.91740 0.61254 -2.88454
C: -6.83373 -0.57399 -3.76278
C: -7.16094 1.77669 -3.77217
H: -8.49755 2.01404 -1.02253
H: -7.93743 2.27163 0.63370
H: -7.98631 0.65882 -0.01057
H: -6.64452 3.84086 -1.47145
H: -5.00592 3.44320 -0.93132
H: -6.26193 3.74182 0.25722
H: -6.13491 -0.67749 0.71368
H: -6.14347 -2.27339 -0.05352
H: -7.39702 -1.14719 -0.46691
H: -3.62718 -1.09108 -0.38306
H: -3.59624 -1.07720 -2.14974
H: -4.29701 -2.44726 -1.31107
H: -5.90973 -0.60107 -4.34608
H: -7.67817 -0.56630 -4.45500
H: -6.90958 -1.49226 -3.19077
H: -6.32114 1.96354 -4.44798
H: -7.33163 2.68129 -3.18614
H: -8.05698 1.61222 -4.36967

Forces on atoms 1 to 6 (eV/Å):
0.1 0.2 -0.3
0.4 0.2 0.8
0.2 -1.2 -0.7
0.7 1.2 0.2
0.2 -0.2 -0.1
0.0 -0.8 1.7

* maximum force: 5.85 eV/A
* total charge: -1
* frontier orbital gap: 0.202 Ha

Atomic partial charges in e from the Löwdin method, atoms 1 to 4: atom 1 (C): -0.125, atom 2 (C): -0.272, atom 3 (C): -0.214, atom 4 (C): -0.361



The following is a quantum chemistry calculation of a molecular structure, C26H71B2F7N5O9Pt2, from OMol25.

Element x y z (Å)
Pt: 1.45292 -1.96746 -0.85492
Pt: -0.41455 1.89251 0.23442
C: 0.61696 2.14662 -3.14412
O: 1.63803 1.28805 -3.65610
O: 0.53789 1.87819 -1.78264
C: 0.72351 3.61605 -3.54779
F: 0.89443 3.73696 -4.88181
F: -0.36186 4.36018 -3.22769
F: 1.79034 4.18335 -2.95005
C: 2.91118 1.79233 -4.08961
C: 3.50132 0.61399 -4.84423
H: 2.84967 0.41591 -5.70474
H: 4.48548 0.65402 -5.31703
H: 3.51200 -0.38489 -4.39677
H: 3.53007 1.96345 -3.20281
H: 2.87904 2.67787 -4.71784
H: -0.24822 1.66578 -3.63280
B: 0.00713 -0.44659 0.42972
H: -0.13687 0.17361 1.35638
H: -0.75356 -0.00319 -0.28057
H: 1.09591 -0.34581 0.08283
H: -0.28589 -1.52767 0.67655
B: 1.00778 1.35389 4.53493
F: 0.51171 2.64582 4.31031
F: 0.11550 0.41751 4.01979
F: 2.22677 1.23573 3.82601
F: 1.21031 1.18761 5.89551
C: 1.66462 -2.63567 2.46127
C: 0.55423 -3.29905 3.23946
O: 0.79207 -4.72576 3.38166
O: 1.77564 -3.06519 1.10393
H: 2.61319 -2.80930 2.98122
H: 1.44900 -1.56511 2.43240
H: -0.44293 -3.11550 2.84570
H: 0.55974 -2.97141 4.28082
H: 1.66643 -4.81024 3.77831
H: 1.89863 -4.02335 1.19712
C: 5.01803 -2.01771 -0.00673
C: 4.17506 -0.75266 0.09463
C: 5.06264 0.50438 0.00641
O: 4.23627 1.62418 -0.24207
C: 4.91948 2.77014 -0.71361
N: 3.21918 -0.69654 -1.03860
H: 4.49493 -2.87850 0.42256
H: 5.85395 -2.00419 0.69637
H: 5.32195 -2.27988 -1.01896
H: 3.73181 -0.61920 1.08367
H: 5.85947 0.32043 -0.72403
H: 5.47943 0.75608 0.98742
H: 5.38956 2.53629 -1.67702
H: 5.67942 3.07737 0.00677
H: 4.27738 3.60134 -1.00170
H: 2.98004 0.28244 -1.22235
H: 3.80076 -0.99131 -1.81941
C: -5.64609 -2.48787 1.80035
C: -4.41353 -2.97595 1.04501
C: -4.67198 -4.26939 0.26248
O: -5.21825 -5.34675 0.99826
C: -4.28745 -5.83109 1.96566
N: -3.81166 -1.89365 0.23859
H: -6.44055 -2.16581 1.12361
H: -5.33068 -1.54876 2.26541
H: -5.96866 -3.23435 2.51917
H: -3.68046 -3.09158 1.85412
H: -3.77328 -4.55146 -0.30625
H: -5.37764 -4.06126 -0.54532
H: -3.83674 -5.01059 2.52210
H: -3.46718 -6.37780 1.48435
H: -4.85344 -6.54324 2.56128
H: -2.83201 -2.10108 0.04923
H: -3.70072 -1.10480 0.86890
C: -3.97725 2.00050 2.90523
C: -3.00971 1.52967 1.83620
C: -3.45892 1.99531 0.46826
O: -2.53615 1.68112 -0.54862
C: -3.02860 1.73780 -1.88287
N: -1.68320 2.16146 2.14114
H: -3.55118 1.79351 3.88479
H: -4.95479 1.53358 2.76216
H: -4.17017 3.07168 2.80579
H: -2.86530 0.44773 1.84394
H: -3.78563 3.04534 0.52002
H: -4.43252 1.57016 0.18397
H: -2.21085 1.48357 -2.55274
H: -3.47507 2.68972 -2.17270
H: -3.78621 0.95350 -1.96877
H: -1.29062 1.71901 2.97591
H: -1.97742 3.07201 2.49206
C: -1.42203 -1.87036 -4.19087
C: -0.79746 -1.92423 -2.76856
C: -0.86260 -3.34761 -2.24473
O: -0.31232 -3.32194 -0.92310
C: -0.45585 -4.53295 -0.20906
N: 0.55162 -1.33250 -2.76735
H: -1.44742 -0.81794 -4.49378
H: -2.48189 -2.11918 -4.14304
H: -0.86752 -2.36464 -4.98678
H: -1.32640 -1.30461 -2.03968
H: -0.43844 -4.08201 -2.93648
H: -1.91718 -3.59694 -2.10074
H: -1.10155 -5.30058 -0.64923
H: -0.95121 -4.47609 0.76364
H: 0.52098 -5.00122 -0.09634
H: 0.48962 -0.33515 -2.94747
H: 1.00669 -1.72984 -3.58891
C: 2.77942 4.37844 2.17944
C: 1.41481 3.89324 1.71689
C: 0.83462 4.67282 0.51595
O: -0.52394 4.18541 0.31337
C: -1.32640 5.12476 -0.37026
N: 1.49528 2.43716 1.37943
H: 2.84870 5.45692 2.31292
H: 3.54919 4.06567 1.47185
H: 2.94390 3.85269 3.12121
H: 0.70602 3.91602 2.54378
H: 1.44329 4.42049 -0.35390
H: 0.73574 5.71636 0.80705
H: -1.16246 5.10423 -1.45139
H: -1.50804 6.11690 0.03911
H: -2.30769 4.62835 -0.36329
H: 2.47054 2.24395 1.13001
H: 1.59694 1.91825 2.25940

Forces on atoms 1 to 6 (eV/Å):
0.5 1.3 -0.3
0.6 1.5 0.3
-1.1 -2.3 2.5
0.6 1.1 -1.1
0.5 0.9 -1.4
0.4 0.2 -0.1

* maximum force: 3.64 eV/A
* total charge: +1
* ⟨S²⟩: 6.008
* frontier orbital gap (alpha / beta): 0.275 / 0.235 Ha
* 2S+1: 5

Atomic partial charges in e from the Löwdin method, atoms 1 to 4: atom 1 (Pt): 1.200, atom 2 (Pt): 1.199, atom 3 (C): -0.410, atom 4 (O): -0.129



> The lowest maximum force belongs to which entry?

C26H71B2F7N5O9Pt2



> Number 1 is which compound?

C26H70Cl2N9O2P4